Formula: C5H6O2
Source: the OMol25 dataset
Level of theory: ωB97M-V with the def2-TZVPD basis set

Structure (XYZ):
```
13
Properties=species:S:1:pos:R:3:lowdin_charge:R:1
O 1.1721 0.5571 -0.6239 -0.03
C 0.4564 -0.5637 -1.1798 -0.11
C -0.4824 -0.5650 0.0381 -0.14
C 0.0141 -1.5191 1.1182 -0.20
O 0.8794 -2.3384 0.9346 0.07
C 0.0503 0.8539 0.1291 -0.34
C -0.3098 2.1098 0.3245 0.09
H 0.3969 2.7899 -0.1371 0.07
H -0.0531 -0.2489 -2.0989 0.13
H 1.1053 -1.4230 -1.3280 0.12
H -1.5596 -0.6879 -0.1120 0.15
H -0.4739 -1.4344 2.1089 0.13
H -1.1956 2.4698 0.8264 0.06
```

Properties
- relative energy (zero: lowest compared OMol25 entry of this formula, charge and spin) (kcal per mole) = 53.0
- E_HOMO (eV) = -9.2